# 1
26
Properties=species:S:1:pos:R:3:forces:R:3 method="wB97M-V/def2-TZVPD" multiplicity=1 orbital_gap_ev=6.5088 charge=-1 e_above_lowest_ev=0.587 largest_force_ev_per_a=2.26
C -4.25009 1.78790 0.74895 -0.45 -0.23 -0.35
S -2.82521 0.69032 0.74300 0.49 -0.44 2.16
C -2.23956 0.96974 -0.89189 0.68 -0.02 -0.62
C -0.73839 0.47318 -1.23578 -1.24 -1.20 -1.07
C 0.21856 1.55247 -1.74017 0.46 0.20 0.51
O -0.64325 -0.68345 -1.64309 -0.50 0.78 -0.68
H -4.59257 2.10665 1.75057 0.49 -0.37 -0.36
H -3.96213 2.66607 0.17414 -0.30 0.21 0.00
H -5.06939 1.25105 0.25700 -0.14 0.48 -0.01
H -2.89494 0.37245 -1.54715 0.46 0.43 -0.20
H -2.38936 2.05051 -1.04914 0.34 -0.35 -0.40
H -0.17677 2.57386 -1.72652 -0.12 -0.22 0.08
H 1.05776 1.50703 -1.04930 0.16 0.26 -0.11
H 0.60268 1.33402 -2.74354 -0.33 -0.19 0.17
Cl 4.84097 -3.28813 1.16599 1.25 -0.84 0.19
C 3.43727 -2.34964 0.97862 -1.74 0.96 -0.42
C 2.64112 -2.04636 2.10299 0.32 0.21 -0.69
C 1.51522 -1.25127 1.94882 -0.23 0.79 -0.58
C 1.13000 -0.67396 0.67753 0.10 -0.82 -0.46
O 0.11078 0.11487 0.55501 0.50 0.36 1.31
C 1.92920 -1.09963 -0.45172 0.26 0.27 0.17
C 3.06877 -1.89298 -0.30909 -0.23 0.22 1.04
H 2.95022 -2.38411 3.09861 -0.14 0.02 -0.42
H 0.92469 -0.92296 2.80381 0.11 -0.26 -0.07
H 1.64904 -0.73824 -1.44402 0.13 -0.25 0.42
H 3.70538 -2.11939 -1.17363 -0.32 -0.01 0.38


# 2
39
Properties=species:S:1:pos:R:3:forces:R:3 method="wB97M-V/def2-TZVPD" multiplicity=1 orbital_gap_ev=4.8860 charge=-2 e_above_lowest_ev=0.789 largest_force_ev_per_a=0.67
Pt 0.59826 -0.93543 -0.65793 -0.36 0.49 0.29
N 4.27664 -3.06257 1.51785 0.04 -0.01 0.03
C 3.13153 -2.70216 0.78122 0.13 0.03 -0.21
S 3.35423 -2.51650 -0.90155 0.04 -0.16 0.01
N 2.09149 -2.58365 1.56048 -0.14 0.14 0.15
N 0.88182 -2.16853 1.02735 0.35 -0.24 0.00
C -0.06813 -2.33071 1.87642 -0.26 -0.17 0.01
C -1.48875 -2.10956 1.65253 0.18 0.07 0.09
C -2.36127 -2.22887 2.73212 -0.01 0.02 0.04
C -3.73477 -2.10402 2.59328 -0.04 0.00 -0.02
C -4.25201 -1.86133 1.31856 0.11 -0.01 0.02
C -3.41368 -1.75158 0.22686 -0.10 -0.04 0.07
C -2.00692 -1.87161 0.35290 0.03 -0.04 -0.23
O -1.26500 -1.80277 -0.70161 -0.35 -0.20 0.07
H 4.94095 -3.54783 0.93636 0.00 0.00 0.00
H 4.04225 -3.53811 2.37876 -0.01 0.01 0.00
H 0.22848 -2.70818 2.85373 -0.04 -0.06 0.01
H -1.93774 -2.43193 3.71205 0.02 0.00 -0.01
H -4.38751 -2.19238 3.45329 -0.01 0.00 0.00
H -5.32331 -1.75195 1.18255 -0.01 0.00 -0.01
H -3.80753 -1.55835 -0.76379 0.02 -0.01 -0.01
C 3.15775 2.20508 -1.05125 -0.07 0.03 0.00
C 1.78194 2.75861 -1.28546 0.11 -0.05 0.04
C 1.52265 4.11301 -1.22755 -0.12 0.06 -0.01
C 0.24047 4.63751 -1.42254 0.07 -0.11 0.00
C -0.79010 3.73311 -1.68141 0.03 0.01 -0.01
C -0.58208 2.36716 -1.74652 -0.19 -0.05 -0.01
C -1.70888 1.41225 -2.01891 0.05 0.02 0.02
C 0.72502 1.82339 -1.54599 0.05 0.14 -0.14
N 1.00708 0.52695 -1.68558 0.47 0.16 -0.16
H 3.88813 3.01210 -0.93741 0.00 -0.02 0.01
H 3.46095 1.54937 -1.87165 0.00 0.00 -0.01
H 3.17420 1.57007 -0.16007 0.02 -0.02 -0.01
H 2.34986 4.78844 -1.01700 0.02 -0.01 0.00
H 0.05368 5.70395 -1.37389 0.01 0.01 0.00
H -1.80125 4.10521 -1.83835 0.00 -0.01 0.00
H -2.63024 1.95566 -2.24882 -0.01 -0.01 0.00
H -1.88537 0.74861 -1.16566 0.02 0.01 -0.03
H -1.46288 0.74758 -2.85336 -0.02 0.01 0.01


# 3
56
Properties=species:S:1:pos:R:3:forces:R:3 method="wB97M-V/def2-TZVPD" multiplicity=5 orbital_gap_ev="5.7703 / 2.8594" charge=+1 e_above_lowest_ev=1.780 largest_force_ev_per_a=9.43
O 0.46636 0.11627 -4.42688 -0.14 0.95 -1.79
C 0.35533 1.45437 -5.02818 0.18 0.65 0.66
C 0.18634 0.98093 -6.45885 0.12 -0.17 0.68
H 1.26315 2.05082 -4.87532 -0.23 -0.12 0.23
H -0.52781 1.97674 -4.64830 0.25 0.10 0.13
C 0.32692 -0.41278 -5.78946 -0.04 -0.85 -1.08
H 1.02260 1.28704 -7.10610 -0.56 -0.28 0.03
H -0.80951 1.23989 -6.85210 0.57 -0.33 -0.17
C 1.60388 -1.15023 -6.16527 -0.11 -0.12 -0.05
H 2.47308 -0.48956 -6.06479 -0.18 -0.11 0.01
H 1.57472 -1.53202 -7.19942 -0.08 0.15 0.37
H 1.72495 -1.99318 -5.47752 0.11 0.03 -0.13
C -0.92094 -1.27842 -5.91311 0.17 -0.10 0.09
H -1.81693 -0.71854 -5.62269 0.17 -0.06 0.00
H -0.81169 -2.14088 -5.24822 -0.14 0.01 -0.08
H -1.06707 -1.64162 -6.94247 0.17 0.15 0.31
Os -0.15692 -0.66656 3.55927 -3.36 8.39 2.69
C -2.34847 -0.79067 4.34544 -0.40 -0.46 0.12
C -2.26291 0.62703 4.51846 0.05 0.37 -0.38
C -1.91115 1.21052 3.27612 -0.80 0.13 0.09
H -2.46359 1.16189 5.44830 0.27 -0.19 -0.37
C -1.80535 0.15697 2.29856 0.23 0.10 0.09
C -2.15925 -1.07202 2.95454 -1.31 0.10 -0.02
H -2.31986 -2.02981 2.47762 -0.09 0.18 0.05
H -2.60177 -1.52510 5.10792 -0.08 0.33 -0.26
H -1.74519 2.26876 3.07109 0.02 -0.41 0.18
H -1.59902 0.28386 1.24343 -0.20 0.04 0.10
C 1.10396 -2.15753 4.41030 0.48 -0.80 0.83
C 0.15737 -2.71130 3.52704 0.50 -4.63 -0.70
C 0.34308 -2.12684 2.24425 0.89 -2.70 -1.18
H -0.58665 -3.46543 3.77864 0.34 0.17 -0.06
C 1.42465 -1.20794 2.33995 1.46 0.11 -1.30
C 1.87092 -1.20375 3.68723 2.46 -0.76 -0.17
H 2.64576 -0.56826 4.09289 -0.05 -0.11 -0.06
H 1.22015 -2.40091 5.46420 -0.19 0.15 -0.26
H -0.22452 -2.33526 1.35516 0.02 -0.08 -0.13
H 1.79694 -0.58070 1.53230 -0.10 -0.15 0.08
O 1.65921 0.74593 -0.87999 -1.07 0.95 0.22
C 0.48265 0.06062 -1.37575 -0.23 -0.02 0.69
C -0.46379 1.13758 -2.00697 0.34 0.17 0.80
H -0.01612 -0.37271 -0.48201 0.00 0.01 -0.23
H 0.76867 -0.78773 -2.01249 0.06 0.64 -0.07
C 0.40652 2.42491 -1.90204 0.13 -0.55 -0.72
H -1.33665 1.28880 -1.34923 0.16 -0.19 -0.27
H -0.79411 0.84855 -2.99931 0.02 0.14 0.29
C 1.14852 2.09568 -0.61142 -0.08 -0.57 -0.07
H -0.16810 3.36097 -1.91372 0.11 -0.32 0.20
H 1.10951 2.43618 -2.76088 -0.23 0.17 0.69
H 0.36902 2.05312 0.19174 0.56 -0.06 -0.14
H 1.95238 2.75962 -0.26887 -0.06 -0.35 -0.40
B 0.15194 0.41573 7.38792 0.29 -2.01 -1.45
C 0.44250 0.85229 5.95164 -0.12 -0.02 0.73
N 0.63852 1.14355 4.82341 -0.13 0.19 0.10
H -0.86607 0.97503 7.75659 -0.01 0.73 0.67
H 1.08644 0.74970 8.08748 -0.06 0.82 0.66
H 0.00742 -0.80364 7.44986 -0.04 0.60 -0.25


# 4
2
Properties=species:S:1:pos:R:3:forces:R:3 method="wB97M-V/def2-TZVPD" multiplicity=1 orbital_gap_ev=11.3305 charge=0 smiles=FCl e_above_lowest_ev=0.051 largest_force_ev_per_a=1.99
F 0.58148 -0.10265 -0.51671 1.48 -0.26 -1.31
Cl -0.58148 0.10265 0.51671 -1.48 0.26 1.31


# 5
59
Properties=species:S:1:pos:R:3:forces:R:3 method="wB97M-V/def2-TZVPD" multiplicity=1 orbital_gap_ev=9.5944 charge=+1 smiles=CCCC[C@@H](CC)C[NH2+]Cc1cccn1CCN1CCOCC1 e_above_lowest_ev=0.052 largest_force_ev_per_a=0.70
C 3.68636 3.46614 -0.26105 -0.19 0.08 0.19
C 2.81141 3.11153 0.93519 0.23 -0.22 -0.24
C 2.93581 1.63273 1.30452 -0.14 0.32 0.25
C 2.03720 1.21516 2.48048 0.04 -0.24 -0.29
C 0.87176 0.29932 2.08501 -0.14 0.26 0.23
C 0.20239 -0.30356 3.33063 0.23 -0.22 -0.21
C 0.92717 -1.55075 3.82198 -0.16 0.13 0.02
C -0.14730 1.07200 1.24479 0.57 0.05 0.31
N -1.08019 0.15819 0.54415 -0.04 -0.16 0.20
C -2.41056 0.77747 0.26319 -0.28 0.05 -0.22
C -3.15025 0.06220 -0.80617 -0.04 -0.06 0.34
C -4.24284 -0.76607 -0.70737 0.23 0.10 0.11
C -4.60980 -1.13504 -2.01291 0.06 -0.07 -0.15
C -3.73076 -0.52228 -2.86421 -0.26 -0.16 -0.21
N -2.84592 0.20958 -2.13664 -0.20 0.06 0.15
C -1.70646 0.89420 -2.67864 0.58 -0.07 -0.39
C -0.51670 -0.04563 -2.95714 -0.22 0.24 0.03
N -0.19171 -0.89471 -1.80550 0.04 -0.05 -0.18
C 1.25678 -1.09965 -1.66279 0.16 -0.03 0.15
C 1.50942 -2.19552 -0.60465 0.16 0.03 -0.13
O 0.36625 -2.35733 0.20762 0.02 0.00 0.23
C -0.69000 -2.92815 -0.53946 -0.16 -0.12 -0.16
C -0.83888 -2.21166 -1.89466 -0.09 -0.21 0.15
H 3.39781 2.89021 -1.13892 0.00 -0.05 -0.12
H 4.72997 3.25420 -0.04407 0.14 -0.02 -0.03
H 3.59583 4.52219 -0.50005 0.05 0.09 -0.10
H 1.77168 3.36434 0.71064 -0.07 0.04 0.09
H 3.11396 3.71614 1.79128 -0.10 0.03 0.08
H 3.97868 1.44098 1.55878 0.05 -0.07 -0.07
H 2.71164 1.02011 0.42697 0.02 -0.08 -0.10
H 2.63642 0.68561 3.21956 -0.04 0.01 0.12
H 1.63964 2.10596 2.97007 -0.04 0.05 0.13
H 1.26416 -0.52198 1.48213 0.03 0.00 -0.05
H 0.17620 0.44491 4.12447 -0.12 0.10 -0.02
H -0.83491 -0.57897 3.11583 -0.14 0.04 0.06
H 1.95761 -1.32679 4.08210 0.15 -0.01 0.05
H 0.43645 -1.94900 4.70555 0.02 -0.09 0.10
H 0.92497 -2.31791 3.05053 0.02 -0.10 -0.06
H -0.72234 1.72893 1.90258 -0.05 0.01 -0.10
H 0.35560 1.68634 0.49762 -0.12 0.02 -0.11
H -1.19873 -0.67374 1.13249 -0.06 0.13 -0.20
H -0.66388 -0.22874 -0.39650 -0.11 0.11 0.29
H -2.23284 1.81745 -0.02393 0.08 -0.06 0.15
H -3.00611 0.77730 1.17762 0.14 0.03 -0.03
H -4.73557 -1.05738 0.19840 -0.10 -0.01 0.25
H -5.42763 -1.76751 -2.28978 -0.18 -0.11 -0.12
H -3.68026 -0.54681 -3.93449 0.04 0.03 -0.24
H -1.39783 1.68406 -1.99070 -0.06 -0.01 -0.05
H -1.98997 1.36588 -3.62329 0.00 0.07 0.15
H 0.34649 0.57757 -3.19969 -0.01 -0.04 -0.02
H -0.73678 -0.66542 -3.83340 0.06 0.01 0.00
H 1.70304 -0.15103 -1.35296 0.02 -0.02 -0.05
H 1.71166 -1.39828 -2.61541 -0.03 0.05 -0.01
H 1.75984 -3.14777 -1.08664 0.00 0.03 0.05
H 2.33320 -1.92216 0.05555 0.00 -0.03 -0.10
H -0.50726 -3.99812 -0.69859 -0.05 0.08 0.05
H -1.58914 -2.82054 0.07073 0.01 -0.01 -0.07
H -1.89356 -2.09576 -2.13705 0.01 0.00 -0.02
H -0.37123 -2.80243 -2.69384 -0.01 0.08 -0.03


# 6
110
Properties=species:S:1:pos:R:3:forces:R:3 method="wB97M-V/def2-TZVPD" multiplicity=1 orbital_gap_ev=5.6141 charge=-1 e_above_lowest_ev=1.387 largest_force_ev_per_a=2.16
Pd -0.65495 1.50505 -0.77960 -1.43 0.77 0.98
C 3.64669 -7.20954 -0.03765 0.03 -0.09 0.02
C 3.19777 -5.77342 -0.04339 -0.03 -0.01 -0.02
C 1.98929 -5.40428 -0.61504 -0.01 0.02 0.02
C 1.55736 -4.08007 -0.63930 0.05 -0.06 0.00
C 0.22973 -3.79143 -1.28489 -0.07 0.02 -0.04
C 2.36894 -3.07553 -0.08582 0.03 0.00 0.08
Te 1.76528 -1.01586 -0.16186 0.13 -0.16 -0.13
N 1.30763 1.77425 -0.84714 -0.06 -0.25 0.58
C 1.82571 2.87837 -1.17918 0.18 0.36 -0.46
O 1.22792 3.99567 -1.63377 0.59 -0.26 0.32
C 3.32433 3.04542 -1.18432 -0.03 -0.14 0.03
C 4.12372 2.11012 -0.53227 0.04 0.00 -0.02
C 5.50446 2.23699 -0.54063 0.02 0.00 0.00
C 6.10712 3.29927 -1.20272 -0.02 0.00 0.00
C 5.31564 4.23458 -1.85571 0.04 -0.04 0.03
C 3.93345 4.10990 -1.84355 -0.06 0.05 0.00
C 1.73918 -1.02768 -2.27871 0.04 0.12 -0.09
C 0.54410 -0.73140 -2.92859 -0.13 0.01 0.10
C 0.46466 -0.65670 -4.30920 0.07 -0.01 -0.02
C 1.60124 -0.89746 -5.06761 -0.03 0.00 0.06
C 2.79546 -1.18812 -4.42738 0.03 -0.02 -0.02
C 2.89525 -1.24577 -3.03632 0.01 0.02 -0.05
C 4.24025 -1.51271 -2.41978 0.04 0.00 0.03
C 3.58507 -3.43944 0.51607 -0.03 -0.07 0.01
C 4.53068 -2.46278 1.17236 0.07 0.04 0.03
C 3.97574 -4.77724 0.52324 0.01 0.02 0.02
H 2.88257 -7.86172 -0.46145 -0.01 0.01 0.00
H 3.85821 -7.55980 0.97497 0.00 0.03 0.01
H 4.55962 -7.34547 -0.62205 0.00 0.03 -0.01
H 1.35460 -6.17009 -1.05123 0.00 0.01 0.00
H -0.39136 -4.68891 -1.29413 0.02 -0.01 -0.02
H 0.35693 -3.45404 -2.31612 0.01 -0.01 0.01
H -0.30801 -2.99883 -0.76343 0.03 0.00 0.04
H 3.64484 1.28359 -0.02569 -0.02 -0.01 0.03
H 6.11540 1.50406 -0.02586 -0.02 -0.01 0.00
H 7.18638 3.39509 -1.20744 0.00 0.01 -0.01
H 5.77719 5.06486 -2.37668 -0.01 0.01 0.00
H 3.30820 4.83590 -2.34445 0.01 0.00 0.00
H -0.35290 -0.54577 -2.34464 0.02 -0.01 0.02
H -0.47611 -0.39403 -4.77722 0.00 -0.01 -0.01
H 1.56563 -0.84399 -6.14893 0.00 0.01 0.00
H 3.69026 -1.35645 -5.01728 0.00 0.01 0.00
H 5.02678 -1.40394 -3.16768 0.00 -0.01 0.01
H 4.29947 -2.52050 -2.00291 -0.03 -0.01 0.00
H 4.44103 -0.81540 -1.60362 -0.03 0.01 -0.01
H 4.19068 -1.43197 1.11882 -0.05 -0.01 -0.03
H 5.51531 -2.51663 0.69989 -0.01 -0.01 0.01
H 4.66212 -2.71065 2.22832 -0.01 -0.02 -0.01
H 4.92188 -5.03949 0.99001 0.00 -0.01 -0.01
C -3.13052 -2.72814 2.94464 0.01 0.02 0.05
C -2.66711 -2.56911 1.64641 0.02 0.03 -0.02
C -1.95109 -1.42847 1.30165 0.09 -0.08 -0.03
C -1.66713 -0.42943 2.23292 -0.01 -0.04 0.09
C -2.12705 -0.62008 3.53806 -0.04 0.05 0.00
C -2.85595 -1.74915 3.89255 -0.02 -0.03 -0.03
Ge -0.69029 1.20820 1.65127 0.23 -0.47 -0.26
C -1.68469 2.63976 2.59845 -0.08 0.03 0.04
C -3.07563 2.57803 2.69361 -0.03 -0.04 0.04
C -3.81708 3.57153 3.31921 0.02 0.03 0.01
C -3.17327 4.66990 3.87266 0.02 -0.01 -0.01
C -1.78946 4.74823 3.80119 -0.02 -0.02 -0.01
C -1.06007 3.74420 3.17617 0.08 0.08 -0.04
C 1.05212 1.10955 2.56291 0.06 -0.02 0.01
C 2.00069 2.11659 2.37347 0.03 -0.01 -0.01
C 3.27201 2.02248 2.92436 0.01 -0.01 -0.02
C 3.63011 0.90294 3.66310 0.00 -0.01 0.01
C 2.70645 -0.11588 3.85125 -0.02 0.00 -0.02
C 1.43221 -0.00906 3.30669 0.01 -0.02 0.06
H -3.69544 -3.61061 3.22081 0.00 0.00 0.00
H -2.86299 -3.32925 0.89837 0.00 -0.01 0.01
H -1.59410 -1.30675 0.28263 -0.01 0.03 0.00
H -1.92980 0.13222 4.29564 0.02 0.03 -0.03
H -3.20869 -1.86665 4.91074 0.00 0.00 0.00
H -3.59905 1.71523 2.29681 0.05 0.03 0.00
H -4.89656 3.48454 3.37951 -0.01 0.00 0.00
H -3.74118 5.45218 4.36144 -0.01 0.00 -0.01
H -1.27164 5.59540 4.23509 0.00 0.00 0.00
H 0.01988 3.83475 3.14698 -0.01 -0.04 -0.03
H 1.76250 2.97410 1.75330 -0.02 -0.01 -0.01
H 3.99190 2.81291 2.74863 0.01 0.00 0.00
H 4.62621 0.81826 4.08150 0.00 0.01 -0.01
H 2.97867 -1.00177 4.41374 0.01 0.00 0.01
H 0.73134 -0.82426 3.45424 -0.02 0.02 -0.01
Te -0.75090 3.86967 -1.89080 -0.75 0.19 -0.56
C -5.86949 -0.93641 0.55985 -0.08 -0.09 -0.01
C -4.90560 0.22211 0.58027 -0.07 0.01 -0.07
O -4.50773 0.49466 -0.77843 0.26 0.21 0.71
P -3.13424 1.32034 -1.10186 1.41 -0.33 -1.61
O -3.72636 2.75335 -1.57320 -0.35 -0.07 0.16
C -4.53624 3.51254 -0.65801 0.21 0.03 0.04
C -5.99599 3.41209 -1.03454 -0.09 0.04 0.01
O -2.83713 0.65903 -2.54836 -0.26 0.10 0.23
C -3.83782 0.49565 -3.56283 0.04 0.08 -0.01
C -4.21237 -0.96477 -3.68850 -0.03 -0.02 -0.04
H -6.21756 -1.15042 1.57157 0.02 0.01 0.01
H -5.38204 -1.83125 0.17137 0.03 0.02 0.01
H -6.73537 -0.71472 -0.06637 0.01 0.03 0.00
H -4.02962 -0.01944 1.18310 0.00 -0.02 -0.04
H -5.37740 1.11576 1.00129 -0.05 -0.01 -0.04
H -4.17307 4.53868 -0.71685 -0.02 0.00 -0.01
H -4.35984 3.18052 0.37076 -0.01 0.01 -0.04
H -6.15088 3.76704 -2.05418 0.02 0.00 0.00
H -6.59690 4.02953 -0.36286 0.00 -0.01 0.00
H -6.34814 2.38188 -0.97396 0.02 -0.01 0.01
H -3.39041 0.86728 -4.48629 0.00 -0.01 0.01
H -4.70239 1.12251 -3.33666 -0.03 -0.05 0.00
H -3.31447 -1.56987 -3.82065 0.00 0.00 0.00
H -4.85871 -1.11702 -4.55613 -0.01 0.01 0.02
H -4.73507 -1.30711 -2.79609 0.02 0.00 0.02